1.
C37H24BrCl2N6O4SSeV as an isolated structure. Source: the OMol25 dataset; level of theory: the ωB97M-V functional and the def2-TZVPD basis.

XYZ file:
```
77
Properties=species:S:1:pos:R:3:forces:R:3
V 0.8314 -0.2275 -0.9728 -0.0900 -0.7027 0.6205
C -6.3996 0.4150 -0.2861 -0.0376 -0.0492 0.0041
C -5.1864 1.2474 -0.6423 -0.1267 0.0492 -0.1464
C -5.3862 2.3234 -1.5999 -0.0079 -0.1844 0.1311
C -4.3143 3.0882 -1.9822 0.1774 0.1379 -0.1626
C -3.0623 2.9084 -1.4048 -0.4290 -0.0004 0.2803
C -2.7613 1.7889 -0.4601 -0.1409 0.0255 -0.0187
C -3.9737 0.9767 -0.1188 0.1381 0.0473 0.1112
S -1.5577 3.4408 -1.8756 0.3990 -0.1606 -0.1377
O -0.7831 3.9803 -0.7812 -0.0511 0.0599 -0.0556
O -1.5167 4.1526 -3.1364 0.0152 0.0355 -0.0102
N -0.8919 1.8419 -2.0960 -0.1213 0.2317 0.2893
C -1.0129 1.4410 -3.4797 0.2040 -0.0409 -0.1877
C -0.3102 0.1254 -3.7702 -0.1269 -0.2288 -0.3732
O -0.4818 -0.4162 -4.8543 0.0052 0.1797 0.1163
O 0.4876 -0.3575 -2.8710 -0.1520 0.6111 -0.5057
H -7.2694 0.7515 -0.8526 0.0020 0.0220 -0.0005
H -6.6495 0.4885 0.7758 0.0180 0.0118 0.0170
H -6.2557 -0.6456 -0.5087 0.0284 0.0057 -0.0124
H -6.3669 2.4759 -2.0309 -0.0195 0.0161 -0.0153
H -4.4265 3.8573 -2.7406 -0.0046 0.0106 0.0060
H -2.3084 2.1763 0.4566 0.0237 0.0005 -0.0574
H -3.0175 -0.8839 0.2314 -0.0416 0.0168 -0.0030
H -0.5016 2.1912 -4.0868 -0.1042 -0.0436 -0.0671
H -2.0485 1.3831 -3.8404 0.0428 -0.0782 0.0529
Se -0.9885 1.8155 5.9261 0.0855 -0.0154 -0.2649
N -1.8449 0.9915 4.5729 -0.0338 -0.0004 0.1133
C -1.1711 1.1868 3.4819 0.0854 0.0454 0.0583
C -1.6172 0.6807 2.1533 0.0371 0.1109 0.2598
C -2.8946 0.2460 2.0401 0.0660 0.1161 0.0987
C -3.6351 -0.1776 0.7977 0.0095 -0.2309 -0.0859
C -1.6354 0.9322 -1.1541 0.1347 0.0887 0.0859
N -0.7752 0.2811 -0.1741 -0.1492 0.0535 -0.1926
C -0.6100 0.8298 1.1194 -0.1873 -0.1384 -0.2636
C 0.5363 1.5646 1.2849 0.1048 0.0220 -0.0131
N 1.3875 1.5943 0.1952 -0.0526 0.1133 -0.0859
C 2.4366 2.4029 0.2377 0.0903 -0.0001 -0.0811
C 2.8005 3.1655 1.3355 -0.1349 -0.0860 0.0605
C 2.0335 3.0261 2.5027 0.1229 0.0525 -0.1128
C 0.9229 2.2262 2.4950 -0.1076 -0.0499 0.0695
C 0.0716 1.9773 3.6430 -0.1022 -0.0326 0.0732
N 0.3372 2.3964 4.8473 -0.0564 -0.0101 0.0602
H -3.4857 0.3010 2.9474 0.0216 -0.0276 0.0084
H -4.5321 -0.7231 1.0967 -0.0193 0.0346 -0.0065
H -2.1041 0.1559 -1.7725 -0.0242 0.0799 0.0096
H 3.0464 2.4187 -0.6595 0.0118 0.0401 0.0412
H 3.6694 3.8050 1.2928 0.0097 0.0048 -0.0068
H 2.3076 3.5433 3.4148 -0.0215 -0.0113 0.0154
Br 3.0861 0.3387 -2.4466 0.4084 0.0214 -0.2161
C 4.3371 -0.3882 -1.2403 0.2101 0.0662 -0.1048
C 5.6578 -0.4450 -1.5796 -0.1016 -0.0204 0.0872
C 6.5741 -0.9812 -0.6489 -0.0062 0.0240 -0.0449
C 6.1366 -1.4023 0.5712 0.0123 -0.0112 0.0251
C 4.7663 -1.3328 0.9288 0.0036 -0.0270 0.0184
C 4.3250 -1.7288 2.2090 0.0200 0.0186 -0.0270
C 3.0005 -1.6261 2.5196 -0.0997 -0.0228 0.0768
C 2.0607 -1.1743 1.5731 0.0461 -0.0598 -0.0690
C 2.4234 -0.7830 0.3044 0.2287 0.0074 -0.1023
C 3.8138 -0.8414 -0.0084 -0.0072 0.0373 0.1414
H 5.9928 -0.0813 -2.5406 -0.0029 0.0112 -0.0213
H 7.6240 -1.0405 -0.9084 0.0065 0.0030 -0.0023
H 6.8368 -1.7946 1.3006 0.0030 -0.0035 -0.0008
H 5.0472 -2.0974 2.9281 0.0103 -0.0034 0.0061
H 2.6488 -1.9119 3.5049 0.0078 0.0016 -0.0012
H 1.0197 -1.1390 1.8657 -0.1138 -0.0406 0.0119
Cl 2.4996 -3.4931 -2.6162 -0.0250 0.0696 -0.0056
C 1.3440 -4.1178 -1.4853 0.0986 -0.2943 0.0498
C 1.2532 -5.4881 -1.3288 -0.0143 0.0835 0.0121
C 0.3665 -6.0171 -0.4031 -0.0701 0.0114 0.0511
C -0.4264 -5.1638 0.3524 0.0919 0.0025 -0.0842
C -0.3383 -3.7924 0.1843 -0.0590 -0.2178 -0.1026
Cl -1.4100 -2.7945 1.1016 0.2064 0.1384 0.0139
C 0.5539 -3.2134 -0.7454 0.3108 0.2960 -0.0511
N 0.6754 -1.8896 -0.9561 -0.6609 -0.1705 0.6011
H 1.8857 -6.1264 -1.9304 0.0027 -0.0170 0.0060
H 0.2876 -7.0885 -0.2749 0.0018 -0.0133 0.0085
H -1.1349 -5.5493 1.0728 0.0009 -0.0226 0.0076
```
Positions in Å, forces in eV/Å.

## Properties
**Orbital gap**: 4.4907 eV
**Total charge**: -2
**Lowest unoccupied orbital energy**: 3.9 eV
**HOMO**: -0.6 eV

2.
C13H15N5O4PtS as an isolated structure in a non-equilibrium geometry. Source: the OMol25 dataset; level of theory: the ωB97M-V functional and the def2-TZVPD basis.

XYZ file:
```
39
Properties=species:S:1:pos:R:3:forces:R:3
Pt -0.4848 0.4562 -0.0183 2.1235 -0.4774 0.1767
N 1.5188 1.3956 0.8969 -0.7833 -0.4209 -0.0491
C 2.4573 1.9664 -0.0704 -0.0420 0.3043 -0.1605
C 2.8992 1.0173 -1.1617 0.6933 0.2194 -0.4921
C 1.7424 0.7409 -2.2680 -1.6518 -0.1883 2.8441
O 2.1410 0.7414 -3.3927 1.0058 0.0912 -1.5683
O 0.6104 0.5585 -1.7709 0.3228 0.0405 -1.0475
H 1.1229 2.1327 1.4799 0.2150 -0.2224 0.0241
H 1.9648 0.6983 1.4953 -0.1573 0.2396 -0.0808
H 3.3740 2.2876 0.4493 -0.1061 -0.0441 -0.2107
H 2.0052 2.8629 -0.5059 0.0692 -0.0870 0.0845
H 3.1748 0.0265 -0.7931 -0.1079 -0.0530 -0.1792
H 3.7285 1.4475 -1.7216 0.0833 -0.1083 0.2202
N -7.7337 1.5935 3.8996 0.5597 -0.0168 -0.3947
C -6.6740 1.5634 3.0948 -0.3515 0.0085 0.2305
C -5.4307 2.1038 3.5256 0.6614 0.1384 0.0617
C -4.3224 1.9999 2.7220 -0.2435 0.2480 0.4996
C -4.4357 1.3781 1.4814 -0.0203 0.0485 -0.0985
C -5.6470 0.8750 1.0151 -0.4645 -0.0642 -0.0864
C -6.7684 0.9798 1.8012 0.1261 -0.2408 -0.5017
S -2.9899 1.1968 0.4816 1.6539 -1.6578 0.5129
O -2.1631 2.3791 0.4767 -0.9806 0.6103 0.2116
O -3.2841 0.5502 -0.7567 -1.1859 0.3349 -0.4353
N -1.9684 0.1329 1.2924 -0.7128 2.8888 0.2028
C -2.1046 -1.1997 1.3377 -0.1247 -3.4708 0.1545
N -1.0018 -1.8599 0.9195 0.0973 1.6689 -0.2822
C -0.9760 -3.1718 0.9712 -0.2482 -0.9645 0.2241
C -2.0523 -3.8980 1.4775 0.0654 0.4569 -0.0272
C -3.1561 -3.1459 1.8639 0.4880 -0.8101 -0.0883
N -3.1725 -1.8327 1.7891 -0.6700 1.6704 0.1032
H -7.6670 1.9784 4.8319 -0.0829 0.0456 0.0577
H -8.6152 1.1925 3.6123 -0.1251 0.0085 0.0264
H -5.3718 2.5887 4.4894 0.0497 0.0175 0.0791
H -3.3640 2.3942 3.0176 0.0626 0.1098 0.1996
H -5.6733 0.4248 0.0348 -0.1451 -0.0848 -0.0816
H -7.7248 0.6186 1.4510 -0.0406 -0.0783 -0.0366
H -0.0777 -3.6613 0.6165 0.0023 -0.0116 -0.0113
H -2.0255 -4.9705 1.5733 0.0041 -0.0639 -0.0653
H -4.0495 -3.6127 2.2564 -0.0394 -0.0851 -0.0159
```
Positions in Å, forces in eV/Å.

## Properties
**Orbital gap (alpha / beta)**: 8.4577 / 4.8551 eV
**Total charge**: +2
**Lowest unoccupied orbital energy (alpha / beta)**: -5.9 / -9.7 eV
**Energy relative to the best compared isomer or geometry (same formula, charge and spin)**: 1.0220 eV
**Multiplicity**: 5
**HOMO (alpha / beta)**: -14.4 / -14.5 eV

3.
C17H14N2O2 as an isolated structure in a non-equilibrium geometry. Source: the OMol25 dataset; level of theory: the ωB97M-V functional and the def2-TZVPD basis.

XYZ file:
```
35
Properties=species:S:1:pos:R:3:forces:R:3
N 1.3411 0.6829 0.8256 0.1116 -1.4404 -1.5821
C 2.5164 0.0171 1.2844 -0.1441 -0.7641 0.0873
O 2.6196 -1.1983 1.4252 -0.6776 0.8078 0.0386
N 3.6123 0.8112 1.5866 -1.1013 -0.0242 -0.6146
C 3.7724 2.1588 1.2459 2.0483 0.1697 1.2942
O 4.8702 2.6760 1.4875 -1.4498 -0.2896 -0.5503
C 2.6154 2.7497 0.6604 -1.3102 -0.0610 -0.9641
C 1.5286 1.9464 0.3660 0.5723 1.6824 -0.1077
H 4.4476 0.2925 1.8217 -0.0473 0.0822 0.1177
H 2.6787 3.8066 0.3531 -0.1557 -0.8616 0.0364
H 0.7575 2.3516 -0.2989 -0.0521 -0.1880 0.5766
C -0.1372 -0.3889 0.3333 0.0157 -0.3424 1.5445
C -0.1937 -1.3204 -0.8597 1.0859 -0.6094 -0.4469
C 1.0590 -1.8635 -1.1357 0.5243 -0.4882 -0.7080
C 1.3036 -2.6594 -2.2576 -0.3615 -0.2832 -0.3206
C 0.2526 -3.0140 -3.1274 0.4477 0.5981 0.1995
C -1.0434 -2.5866 -2.7989 0.5210 -0.1906 0.3283
C -1.2865 -1.8416 -1.6255 0.3689 0.2438 -0.1194
C -1.3990 0.3709 0.5688 -0.0834 0.7666 -0.3861
C -1.6119 0.8058 1.8667 -0.7785 -0.1655 0.3736
C -2.8135 1.3770 2.2638 -0.4631 0.2840 -0.1499
C -3.8712 1.5186 1.3520 0.2638 -0.2140 -0.2992
C -3.6868 1.0590 0.0303 0.0660 0.2798 0.3131
C -2.4283 0.5817 -0.3875 -0.4424 -0.2718 0.3463
H 0.1905 -0.9438 1.2265 -0.7704 -0.1006 -0.4693
H 1.8454 -1.7191 -0.3939 -0.0615 0.2177 -0.5439
H 2.3261 -2.9945 -2.4646 -0.4610 0.0165 0.1625
H 0.4635 -3.6048 -4.0427 -0.2839 0.5047 0.7440
H -1.8590 -2.8444 -3.4836 0.1210 -0.0288 0.6122
H -2.3276 -1.7723 -1.3050 0.4175 0.4619 -0.1699
H -0.8691 0.5710 2.6084 0.2926 0.1972 0.1894
H -2.9465 1.6829 3.3020 0.0405 -0.0432 -0.2866
H -4.8290 1.9774 1.6648 0.6857 -0.4859 -0.2203
H -4.5554 1.0508 -0.6592 0.8545 0.2137 0.3597
H -2.3424 0.2638 -1.4327 0.2067 0.3265 0.6150
```
Positions in Å, forces in eV/Å.

## Properties
**Orbital gap**: 8.3716 eV
**Total charge**: 0
**Lowest unoccupied orbital energy**: -0.5 eV
**Energy relative to the best compared isomer or geometry (same formula, charge and spin)**: 2.4023 eV
**HOMO**: -8.9 eV

4.
H7N5O as an isolated structure in a non-equilibrium geometry. Source: the OMol25 dataset; level of theory: the ωB97M-V functional and the def2-TZVPD basis.

XYZ file:
```
13
Properties=species:S:1:pos:R:3:forces:R:3
N -1.6290 0.9253 0.4492 1.9214 -0.6970 -0.3718
N 0.7276 0.3408 0.2656 0.7713 0.5961 -1.5438
N 0.5661 0.9979 -0.8129 0.1404 -1.2401 1.3495
N 0.8610 -1.0639 0.2350 -0.3361 -0.3585 -0.1676
N 1.8015 -1.6725 -0.6198 -0.4054 0.5259 -0.1834
O -2.8258 1.4080 1.0143 0.2890 0.0331 0.7798
H -2.7400 2.3691 0.9527 0.0668 -0.2651 -0.0513
H -1.8677 -0.0476 0.2363 -0.1332 0.1443 -0.0587
H -0.3577 0.6719 0.9389 -2.9570 1.0862 0.2786
H 0.4246 0.3653 -1.6175 0.4938 -0.1330 -0.0498
H 0.9771 -1.4119 1.1810 0.0961 0.3748 -0.1679
H 2.6620 -1.1284 -0.6744 -0.0814 0.0041 0.0340
H 1.4002 -1.7539 -1.5484 0.1342 -0.0705 0.1524
```
Positions in Å, forces in eV/Å.

## Properties
**Orbital gap (alpha / beta)**: 7.7093 / 7.7079 eV
**Total charge**: 0
**Lowest unoccupied orbital energy (alpha / beta)**: -0.1 / -0.1 eV
**Energy relative to the best compared isomer or geometry (same formula, charge and spin)**: 2.8262 eV
**HOMO (alpha / beta)**: -7.8 / -7.8 eV